Formula: C59H91F4N22O4
Source: the Open Molecules 2025 dataset
Level of theory: wB97M-V/def2-TZVPD

Last column: Mulliken charge in e.
Geometry (Å):
C (2.912, 2.649, 0.408)  -0.847
C (2.843, 1.835, -0.833)  0.701
O (3.481, 0.821, -0.952)  -0.586
O (2.026, 2.266, -1.806)  -0.396
C (0.645, 2.294, -1.372)  -0.358
C (-0.286, 1.963, -2.514)  -1.201
C (-1.361, 0.938, -2.200)  0.070
C (-2.183, 1.395, -1.000)  -1.309
C (-3.475, 0.584, -0.729)  -0.324
C (-3.515, -0.134, 0.605)  -0.031
C (-4.673, 0.184, 1.613)  0.223
C (-5.480, 1.446, 1.224)  -1.851
C (-4.768, 2.764, 1.160)  -0.672
O (-5.275, 3.706, 0.592)  -0.613
C (-4.148, 0.411, 3.020)  -1.125
C (-5.117, 0.815, 4.125)  0.793
N (-5.290, 2.246, 4.254)  -0.447
N (-4.446, 0.326, 5.336)  -0.742
N (-6.447, 0.193, 4.070)  -0.414
N (-5.687, -0.868, 1.546)  0.099
C (-5.762, -1.500, 0.268)  -0.388
C (-7.036, -2.312, 0.257)  0.470
F (-8.048, -1.448, 0.381)  -0.296
F (-7.242, -2.972, -0.861)  -0.267
F (-7.133, -3.118, 1.300)  -0.178
C (-4.483, -2.253, -0.151)  1.491
C (-4.553, -3.776, -0.121)  -1.757
C (-4.870, -4.408, -1.436)  0.094
O (-4.782, -5.578, -1.622)  -0.539
F (-5.267, -3.585, -2.399)  -0.224
N (-3.239, -1.655, 0.484)  1.318
C (-2.951, -2.258, 1.812)  -1.318
N (-1.787, -1.737, 2.475)  -0.047
C (-2.044, -1.867, -0.440)  -1.433
C (-1.426, -3.231, -0.421)  0.036
C (-1.820, -4.094, -1.402)  -0.646
C (-1.336, -5.348, -1.510)  -0.974
C (-0.423, -5.821, -0.625)  0.776
C (0.095, -7.194, -0.672)  -1.955
C (-0.008, -4.947, 0.331)  -0.998
C (-0.484, -3.686, 0.432)  -0.271
H (2.548, 3.655, 0.293)  0.425
H (2.371, 2.177, 1.205)  0.303
H (3.925, 2.723, 0.745)  0.164
H (0.527, 1.580, -0.568)  0.278
H (0.405, 3.255, -0.962)  0.278
H (0.321, 1.618, -3.335)  0.573
H (-0.750, 2.875, -2.842)  0.420
H (-1.997, 0.943, -3.056)  -0.023
H (-0.891, -0.020, -2.060)  0.242
H (-1.528, 1.402, -0.137)  0.052
H (-2.445, 2.417, -1.185)  0.649
H (-4.245, 1.312, -0.889)  1.578
H (-3.579, -0.081, -1.566)  -1.469
H (-2.648, 0.243, 1.113)  0.975
H (-6.352, 1.507, 1.838)  1.092
H (-5.871, 1.291, 0.235)  0.773
H (-3.772, 2.907, 1.606)  0.428
H (-3.620, -0.439, 3.404)  -0.619
H (-3.410, 1.189, 2.952)  0.729
H (-4.456, 2.744, 3.993)  0.231
H (-5.554, 2.476, 5.197)  0.291
H (-4.277, -0.664, 5.238)  -0.104
H (-5.003, 0.523, 6.152)  0.440
H (-7.160, 0.894, 3.949)  0.226
H (-6.613, -0.299, 4.930)  0.296
H (-5.722, -1.483, 2.343)  0.268
H (-5.921, -0.715, -0.449)  -0.077
H (-4.354, -2.028, -1.190)  0.141
H (-5.305, -4.156, 0.544)  1.089
H (-3.647, -4.271, 0.167)  0.483
H (-3.790, -2.163, 2.470)  0.053
H (-2.839, -3.322, 1.722)  0.760
H (-1.235, -1.047, 2.003)  0.241
H (-1.912, -1.562, 3.454)  0.325
H (-1.309, -1.129, -0.181)  1.332
H (-2.301, -1.674, -1.459)  0.673
H (-2.544, -3.770, -2.127)  0.680
H (-1.675, -5.998, -2.281)  0.517
H (1.150, -7.224, -0.475)  0.417
H (-0.378, -7.740, 0.130)  0.403
H (-0.160, -7.702, -1.581)  0.407
H (0.726, -5.291, 1.032)  0.470
H (-0.096, -3.056, 1.204)  0.546
C (-10.084, 1.325, -0.557)  -0.329
C (-10.009, 2.494, 0.301)  0.310
N (-9.948, 3.414, 0.984)  -0.404
H (-11.123, 1.049, -0.721)  0.344
H (-9.619, 1.539, -1.516)  0.230
H (-9.567, 0.491, -0.088)  -0.097
C (6.882, 1.781, 2.197)  -0.672
C (5.792, 2.063, 3.111)  0.469
N (4.925, 2.284, 3.831)  -0.548
H (7.265, 0.781, 2.379)  0.315
H (6.525, 1.847, 1.169)  0.158
H (7.683, 2.495, 2.347)  0.281
C (-5.635, 0.873, -4.848)  -1.124
C (-4.601, 0.098, -4.188)  0.613
N (-3.777, -0.510, -3.666)  -0.440
H (-6.190, 1.450, -4.111)  0.281
H (-5.182, 1.553, -5.565)  0.344
H (-6.317, 0.205, -5.368)  0.345
C (3.131, -3.116, -2.421)  -0.852
C (2.172, -4.154, -2.748)  0.527
N (1.423, -4.987, -3.006)  -0.420
H (2.646, -2.318, -1.870)  0.213
H (3.931, -3.532, -1.814)  0.268
H (3.558, -2.706, -3.335)  0.284
C (3.344, -5.227, -6.258)  -0.733
C (4.449, -4.354, -5.908)  0.443
N (5.298, -3.632, -5.631)  -0.424
H (3.673, -6.025, -6.903)  0.167
H (2.939, -5.649, -5.339)  0.208
H (2.570, -4.660, -6.764)  0.309
C (8.332, -3.311, -6.615)  -0.568
C (9.394, -4.248, -6.935)  0.331
N (10.237, -4.988, -7.188)  -0.409
H (7.690, -3.723, -5.843)  0.198
H (8.754, -2.381, -6.251)  0.107
H (7.735, -3.111, -7.501)  0.306
C (4.615, 5.072, 5.870)  -0.409
C (4.826, 6.419, 5.371)  0.317
N (4.979, 7.488, 4.978)  -0.417
H (3.630, 5.001, 6.325)  0.294
H (4.681, 4.357, 5.051)  0.036
H (5.368, 4.832, 6.617)  0.153
C (-3.499, 6.820, -0.134)  -0.930
C (-2.514, 5.812, -0.472)  0.483
N (-1.754, 4.999, -0.730)  -0.398
H (-4.095, 6.479, 0.710)  0.244
H (-2.999, 7.750, 0.129)  0.338
H (-4.154, 6.992, -0.984)  0.274
C (3.746, 9.279, 2.398)  -0.141
C (2.306, 9.454, 2.335)  0.269
N (1.166, 9.584, 2.287)  -0.384
H (3.995, 8.503, 3.117)  -0.010
H (4.123, 8.992, 1.417)  0.008
H (4.219, 10.209, 2.705)  0.281
C (10.890, -1.831, -3.636)  -0.825
C (9.580, -1.322, -3.997)  0.436
N (8.545, -0.921, -4.278)  -0.440
H (10.784, -2.766, -3.090)  0.269
H (11.478, -2.008, -4.534)  0.300
H (11.403, -1.106, -3.008)  0.313
C (6.652, 9.432, -0.956)  -0.739
C (6.078, 8.101, -1.038)  0.294
N (5.622, 7.050, -1.099)  -0.336
H (6.001, 10.080, -0.372)  0.257
H (7.628, 9.382, -0.479)  0.261
H (6.763, 9.847, -1.955)  0.282
C (-7.117, -3.679, 4.827)  -1.109
C (-5.742, -3.219, 4.844)  0.484
N (-4.658, -2.840, 4.861)  -0.354
H (-7.543, -3.589, 5.824)  0.359
H (-7.696, -3.072, 4.133)  0.265
H (-7.154, -4.720, 4.513)  0.382
C (-2.553, -2.220, 8.239)  -0.800
C (-3.874, -1.630, 8.134)  0.427
N (-4.920, -1.164, 8.051)  -0.438
H (-2.618, -3.177, 8.753)  0.293
H (-2.143, -2.375, 7.244)  0.215
H (-1.898, -1.557, 8.800)  0.308
C (7.649, 2.287, -2.180)  -0.706
C (8.841, 2.126, -1.369)  0.357
N (9.784, 1.999, -0.726)  -0.444
H (6.880, 2.801, -1.608)  0.246
H (7.882, 2.870, -3.068)  0.326
H (7.280, 1.310, -2.487)  0.233
C (8.663, 3.035, 6.523)  -0.561
C (8.934, 2.462, 5.218)  0.352
N (9.149, 2.007, 4.186)  -0.394
H (7.624, 3.354, 6.573)  0.042
H (8.846, 2.293, 7.296)  0.280
H (9.310, 3.893, 6.690)  0.285
C (3.397, -8.118, -10.247)  -0.765
C (2.687, -7.387, -9.214)  0.408
N (2.127, -6.809, -8.394)  -0.426
H (2.976, -9.116, -10.346)  0.266
H (3.305, -7.595, -11.196)  0.266
H (4.450, -8.199, -9.985)  0.275

Calculated values
* total charge: +1
* highest occupied orbital energy: -11.29 eV
* frontier orbital gap: 9.5 eV

=====

Formula: C6H8N
Source: the Open Molecules 2025 dataset
Level of theory: wB97M-V/def2-TZVPD

Last column: Mulliken charge in e.
Geometry (Å):
C (1.891, -0.113, -0.177)  -0.414
C (1.071, -1.186, -0.055)  -0.621
C (-0.348, -0.870, 0.432)  -0.048
C (-1.613, -0.796, -0.373)  -0.034
C (-1.892, 0.487, -0.159)  -0.534
N (-0.453, 0.710, 0.538)  -0.076
C (0.855, 1.077, -0.268)  -0.483
H (2.908, 0.087, -0.278)  0.484
H (1.239, -2.190, 0.014)  0.475
H (-0.606, -1.200, 1.486)  0.379
H (-1.994, -1.695, -0.769)  0.453
H (-2.537, 1.336, -0.501)  0.363
H (-0.302, 1.057, 1.443)  0.376
H (1.103, 2.126, 0.082)  0.440
H (0.678, 1.170, -1.416)  0.242

Calculated values
* total charge: +1
* highest occupied orbital energy: -14.40 eV
* SMILES string: C1=C[C@@H]2C=C[N@@H+]2C1
* frontier orbital gap: 10.6 eV

=====

Formula: C39H69BFN3O10S
Source: the Open Molecules 2025 dataset
Level of theory: wB97M-V/def2-TZVPD

Last column: Löwdin spin population.
Geometry (Å):
C (-4.056, 2.019, 7.392)  0.000
C (-5.244, 1.309, 6.790)  0.000
O (-5.791, 1.757, 5.834)  0.000
N (-5.741, 0.097, 7.385)  0.000
C (-6.096, 0.341, 8.779)  0.000
C (-4.765, -1.001, 7.247)  0.000
C (-5.084, -1.901, 6.051)  0.000
C (-4.213, -1.506, 4.822)  0.000
C (-3.112, -2.525, 4.577)  0.000
C (-2.242, -2.194, 3.329)  0.000
C (-3.077, -2.605, 2.110)  0.000
C (-3.115, -1.569, 0.970)  0.000
C (-1.867, -1.677, 0.059)  0.000
C (-1.197, -0.373, -0.295)  0.000
C (-1.917, 0.790, -0.564)  0.000
C (-1.220, 1.944, -0.933)  0.000
C (0.160, 1.938, -1.021)  0.000
C (0.879, 0.785, -0.711)  0.000
C (0.188, -0.374, -0.353)  0.000
O (-1.978, -0.751, 3.364)  0.000
S (-0.948, -0.524, 4.579)  0.000
O (-1.567, -0.147, 5.801)  0.000
O (0.049, 0.384, 4.107)  0.000
O (-0.396, -2.015, 4.676)  0.000
C (-0.804, -2.706, 3.425)  0.000
C (-0.690, -4.205, 3.602)  0.000
C (-0.566, -4.987, 2.280)  0.000
C (0.496, -6.058, 2.304)  0.000
F (-0.005, -7.183, 2.963)  0.000
O (-0.017, -2.123, 2.449)  0.000
B (1.377, -2.200, 2.560)  0.000
O (2.121, -1.242, 3.155)  0.000
O (2.017, -3.268, 1.986)  0.000
H (-3.506, 1.364, 8.063)  0.000
H (-3.414, 2.336, 6.578)  0.000
H (-4.372, 2.895, 7.949)  0.000
H (-6.709, -0.478, 9.141)  0.000
H (-6.707, 1.238, 8.866)  0.000
H (-5.233, 0.477, 9.442)  0.000
H (-4.764, -1.584, 8.167)  0.000
H (-3.762, -0.576, 7.168)  0.000
H (-6.115, -1.711, 5.778)  0.000
H (-4.913, -2.950, 6.280)  0.000
H (-3.825, -0.511, 4.991)  0.000
H (-4.870, -1.470, 3.954)  0.000
H (-3.588, -3.491, 4.415)  0.000
H (-2.520, -2.641, 5.484)  0.000
H (-2.750, -3.547, 1.678)  0.000
H (-4.100, -2.766, 2.430)  0.000
H (-3.984, -1.828, 0.368)  0.000
H (-3.276, -0.564, 1.345)  0.000
H (-2.206, -2.118, -0.882)  0.000
H (-1.158, -2.389, 0.459)  0.000
H (-2.995, 0.797, -0.504)  0.000
H (-1.776, 2.841, -1.167)  0.000
H (0.684, 2.833, -1.327)  0.000
H (1.957, 0.772, -0.770)  0.000
H (0.735, -1.276, -0.117)  0.000
H (0.186, -4.430, 4.207)  0.000
H (-1.578, -4.554, 4.117)  0.000
H (-1.493, -5.471, 1.985)  0.000
H (-0.302, -4.305, 1.475)  0.000
H (1.415, -5.732, 2.779)  0.000
H (0.707, -6.381, 1.287)  0.000
H (1.594, -0.454, 3.366)  0.000
H (2.939, -3.244, 2.264)  0.000
C (6.651, 4.614, -1.931)  0.002
C (5.262, 4.321, -2.528)  0.026
C (5.100, 5.063, -3.855)  0.015
C (4.904, 6.567, -3.681)  0.001
C (3.728, 6.844, -2.746)  0.014
C (3.847, 6.131, -1.398)  0.026
N (4.182, 4.682, -1.561)  0.361
O (3.108, 4.021, -1.853)  0.545
C (4.907, 6.842, -0.530)  0.002
C (2.534, 6.286, -0.635)  -0.001
C (5.260, 2.818, -2.792)  -0.001
H (7.424, 4.276, -2.621)  0.000
H (6.847, 5.667, -1.751)  0.000
H (6.787, 4.078, -0.990)  0.001
H (4.237, 4.658, -4.394)  0.002
H (5.972, 4.872, -4.484)  0.001
H (5.819, 7.031, -3.301)  0.000
H (4.712, 7.026, -4.653)  0.001
H (3.635, 7.919, -2.577)  0.001
H (2.807, 6.527, -3.245)  0.002
H (5.204, 6.218, 0.314)  0.002
H (4.498, 7.768, -0.125)  0.000
H (5.800, 7.131, -1.080)  0.000
H (1.682, 5.913, -1.199)  0.000
H (2.354, 7.341, -0.435)  0.000
H (2.570, 5.760, 0.321)  0.000
H (5.317, 2.257, -1.858)  0.000
H (6.126, 2.558, -3.400)  0.000
H (4.371, 2.496, -3.332)  0.000
C (1.876, -2.846, -6.775)  0.002
C (0.784, -3.419, -5.852)  0.026
C (-0.474, -3.729, -6.665)  0.015
C (-1.238, -2.476, -7.089)  0.001
C (-1.568, -1.617, -5.870)  0.014
C (-0.340, -1.271, -5.026)  0.026
N (0.493, -2.478, -4.729)  0.360
O (-0.032, -3.135, -3.743)  0.546
C (0.496, -0.197, -5.754)  0.003
C (-0.791, -0.610, -3.729)  -0.001
C (1.370, -4.722, -5.318)  -0.001
H (2.125, -3.577, -7.545)  0.000
H (1.585, -1.942, -7.302)  0.000
H (2.785, -2.633, -6.211)  0.001
H (-1.141, -4.363, -6.073)  0.002
H (-0.198, -4.313, -7.546)  0.001
H (-0.659, -1.905, -7.821)  0.000
H (-2.163, -2.766, -7.592)  0.001
H (-2.056, -0.693, -6.188)  0.001
H (-2.293, -2.155, -5.251)  0.002
H (1.495, -0.120, -5.322)  0.002
H (0.020, 0.778, -5.653)  0.000
H (0.593, -0.369, -6.825)  0.000
H (-1.490, -1.230, -3.170)  -0.001
H (-1.312, 0.318, -3.963)  0.000
H (0.041, -0.358, -3.073)  0.000
H (2.238, -4.531, -4.686)  0.000
H (1.689, -5.344, -6.155)  0.000
H (0.646, -5.294, -4.742)  -0.001

Calculated values
* total charge: 0
* spin multiplicity: 3
* highest occupied orbital energy (spin up / spin down): -8.36 / -8.65 eV
* frontier orbital gap (spin up / spin down): 8.9 / 8.9 eV

=====

Formula: C3H6NOP
Source: the Open Molecules 2025 dataset
Level of theory: wB97M-V/def2-TZVPD

Last column: Mulliken charge in e.
Geometry (Å):
C (-0.347, 0.046, 0.060)  -0.600
C (0.751, -1.094, 0.599)  -0.341
C (0.033, 0.723, -1.220)  -0.563
N (1.420, -1.201, -0.700)  0.149
O (2.669, -2.615, -0.803)  -0.518
P (1.342, -0.356, -1.955)  0.077
H (-1.293, -0.461, -0.023)  0.297
H (-0.296, 0.673, 0.877)  0.316
H (1.394, -0.787, 1.372)  0.299
H (0.278, -2.110, 0.778)  0.226
H (-0.748, 0.669, -1.928)  0.322
H (0.381, 1.807, -1.049)  0.336

Calculated values
* total charge: 0
* highest occupied orbital energy (spin up / spin down): -8.80 / -8.80 eV
* frontier orbital gap (spin up / spin down): 8.1 / 8.1 eV

=====

Number 1: E_tot -114490.4679 eV, M 1248.5 g mol⁻¹. Number 2: E_tot -7831.1236 eV, M 94.1 g mol⁻¹. Number 3: E_tot -80736.7738 eV, M 801.9 g mol⁻¹. Number 4: E_tot -16028.5548 eV, M 103.1 g mol⁻¹.